No. 1
Formula: C32H57ClF4NO19S
Source: the OMol25 dataset
Level of theory: ωB97M-V with the def2-TZVPD basis set

Last columns: bonded neighbours and bond lengths (Å).
Geometry (Å):
1 H 8.871 -2.577 3.510  O81 0.961
2 H 4.122 2.160 -4.068  O83 0.964
3 H -1.824 -0.450 -4.795  C50 1.081
4 O 0.367 4.114 -2.048  C77 1.187
5 O -1.007 0.186 4.844  C29 1.198
6 H 3.616 -0.590 -0.858  C24 1.081
7 O 4.481 -3.887 1.956  C113 1.366, C114 1.436
8 O 3.095 0.738 1.998  S55 1.439
9 O 5.669 2.356 -2.422  H33 0.964, H66 0.964
10 H -1.484 -2.291 -0.998  C51 1.089
11 C -1.010 -1.297 2.248  C68 1.563, H72 1.087, H101 1.088, C111 1.535
12 H 2.033 -1.799 -1.153  C34 1.083
13 O -3.511 -2.920 1.262  C32 1.212
14 C 1.721 -0.714 -3.347  C56 1.386, C69 1.397, H92 1.082
15 C 1.013 0.588 0.155  C17 1.500, N21 1.525, S55 1.947, C115 1.580
16 C 2.546 -3.978 0.462  H19 1.092, H36 1.092, C70 1.542, C114 1.514
17 C 2.169 1.009 -0.703  C15 1.500, C24 1.332, H31 1.077
18 H -5.235 3.050 -4.948  O60 0.962
19 H 2.396 -4.994 0.831  C16 1.092
20 H -1.781 -0.121 -0.910  C79 1.083
21 N 0.674 -0.897 0.202  C15 1.525, C34 1.547, C67 1.530, C68 1.551
22 H -2.970 -0.237 2.280  C111 1.091
23 H -1.631 1.960 -4.105  O44 0.960
24 C 3.373 0.464 -0.872  H6 1.081, C17 1.332, H94 1.083
25 H -4.074 2.468 5.395  O37 0.963
26 C 0.260 -0.156 -5.179  C50 1.389, C56 1.390, H86 1.081
27 H 2.397 -0.028 -5.258  C56 1.081
28 H 7.567 -1.838 3.213  O81 0.965
29 C -1.781 0.452 3.970  O5 1.198, O47 1.350, C111 1.521
30 Cl -0.899 2.478 1.235  C115 1.819
31 H 2.071 1.981 -1.154  C17 1.077
32 C -3.114 -2.196 0.375  O13 1.212, C51 1.538, C97 1.490
33 H 5.395 3.213 -2.770  O9 0.964
34 C 0.969 -1.599 -1.145  H12 1.083, N21 1.547, H48 1.087, C69 1.517
35 H -1.494 -1.249 -2.543  C85 1.073
36 H 2.261 -4.009 -0.591  C16 1.092
37 O -4.927 2.414 4.950  H25 0.963, H90 0.963
38 H -2.270 0.620 0.543  C79 1.083
39 O 1.303 5.527 5.417  H54 0.961, H63 0.963
40 H 4.588 -4.306 -0.040  C114 1.090
41 H -2.736 2.855 -4.658  O44 0.968
42 H -1.295 -3.203 0.432  C51 1.085
43 C -4.071 -1.076 -1.710  C64 1.385, H95 1.078, C97 1.395
44 O -2.507 1.928 -4.496  H23 0.960, H41 0.968
45 H -1.728 -6.303 1.412  O88 0.964
46 H -6.793 0.548 0.504  C62 1.081
47 O -2.379 1.663 3.946  C29 1.350, H61 0.966
48 H 0.538 -2.595 -1.078  C34 1.087
49 H 2.670 -1.349 0.828  C67 1.086
50 C -0.824 -0.519 -4.390  H3 1.081, C26 1.389, C85 1.386
51 C -1.604 -2.223 0.083  H10 1.089, C32 1.538, H42 1.085, C68 1.558
52 H -5.634 4.376 -5.593  O60 0.962
53 C -5.988 0.370 -1.482  C62 1.392, C64 1.387, H108 1.081
54 H 1.262 4.953 4.648  O39 0.961
55 S 1.759 1.245 1.830  O8 1.439, C15 1.947, O105 1.433, C110 1.908
56 C 1.539 -0.278 -4.649  C14 1.386, C26 1.390, H27 1.081
57 H -1.386 3.553 3.857  O100 0.963
58 H 3.530 2.669 -5.386  O83 0.962
59 H -1.088 5.010 4.232  O100 0.964
60 O -4.873 3.823 -5.393  H18 0.962, H52 0.962
61 H -2.911 1.748 3.144  O47 0.966
62 C -6.022 0.112 -0.115  H46 1.081, C53 1.392, C112 1.386
63 H 1.310 4.927 6.170  O39 0.963
64 C -5.014 -0.228 -2.268  C43 1.385, C53 1.387, H87 1.081
65 H 0.205 -6.219 2.454  O82 0.962
66 H 6.603 2.484 -2.220  O9 0.964
67 C 1.660 -1.612 1.128  N21 1.530, H49 1.086, C70 1.525, H78 1.082
68 C -0.778 -1.066 0.719  C11 1.563, N21 1.551, C51 1.558, C79 1.549
69 C 0.646 -1.040 -2.518  C14 1.397, C34 1.517, C85 1.392
70 C 1.594 -3.123 1.322  C16 1.542, C67 1.525, H71 1.092, H103 1.089
71 H 1.925 -3.322 2.343  C70 1.092
72 H -0.158 -1.139 2.904  C11 1.087
73 H 1.440 -6.994 2.898  O82 0.963
74 H 3.973 -2.460 3.366  C113 1.099
75 H -2.736 5.351 -2.881  O89 0.962
76 H -2.164 -4.992 0.796  O88 0.966
77 C 0.227 2.938 -2.131  O4 1.187, C80 1.508, F98 1.352
78 H 1.606 -1.160 2.110  C67 1.082
79 C -1.404 0.187 0.058  H20 1.083, H38 1.083, C68 1.549, C115 1.571
80 C -0.751 2.049 -1.405  C77 1.508, H93 1.088, H106 1.089, C115 1.552
81 O 8.443 -1.721 3.600  H1 0.961, H28 0.965
82 O 1.081 -6.103 2.832  H65 0.962, H73 0.963
83 O 3.667 1.871 -4.867  H2 0.964, H58 0.962
84 O 5.751 -2.109 2.482  C113 1.191
85 C -0.619 -0.957 -3.092  H35 1.073, C50 1.386, C69 1.392
86 H 0.142 0.209 -6.190  C26 1.081
87 H -4.980 -0.034 -3.331  C64 1.081
88 O -1.373 -5.507 1.000  H45 0.964, H76 0.966
89 O -2.611 4.411 -2.720  H75 0.962, H107 0.961
90 H -5.164 3.332 4.782  O37 0.963
91 H -2.673 -1.352 3.564  C111 1.091
92 H 2.743 -0.822 -3.009  C14 1.082
93 H -1.572 2.718 -1.152  C80 1.088
94 H 4.217 1.123 -1.033  C24 1.083
95 H -3.343 -1.560 -2.341  C43 1.078
96 H -5.104 -0.927 1.512  C112 1.082
97 C -4.082 -1.315 -0.336  C32 1.490, C43 1.395, C112 1.395
98 F 1.010 2.288 -3.023  C77 1.352
99 F 3.400 3.309 1.643  C110 1.309
100 O -1.794 4.421 3.941  H57 0.963, H59 0.964
101 H -1.209 -2.363 2.333  C11 1.088
102 F 1.593 3.662 0.536  C110 1.326
103 H 0.614 -3.594 1.256  C70 1.089
104 F 1.547 3.661 2.699  C110 1.329
105 O 0.915 0.958 2.952  S55 1.433
106 H -1.205 1.386 -2.139  C80 1.089
107 H -1.777 4.338 -2.247  O89 0.961
108 H -6.736 1.027 -1.903  C53 1.081
109 H 4.268 -2.635 0.296  C114 1.095
110 C 2.106 3.110 1.626  S55 1.908, F99 1.309, F102 1.326, F104 1.329
111 C -2.184 -0.598 2.946  C11 1.535, H22 1.091, C29 1.521, H91 1.091
112 C -5.068 -0.719 0.450  C62 1.386, H96 1.082, C97 1.395
113 C 4.754 -2.739 2.645  O7 1.366, H74 1.099, O84 1.191
114 C 4.017 -3.651 0.618  O7 1.436, C16 1.514, H40 1.090, H109 1.095
115 C -0.353 1.346 -0.080  C15 1.580, Cl30 1.819, C79 1.571, C80 1.552

**Calculated total energy**: -108718.5864 eV
**Max |F|**: 2.69 eV/A
**Orbital gap**: 9.153 eV
**Highest occupied orbital energy**: -12.30 eV
**Total charge**: +1
**Multiplicity**: 1


No. 2
Formula: C3H8N2O2
Source: the OMol25 dataset
Level of theory: ωB97M-V with the def2-TZVPD basis set

Last columns: bonded neighbours and bond lengths (Å).
Geometry (Å):
1 N -0.366 -0.236 1.632  C10 1.321, H11 1.070, H12 0.998
2 C -1.209 -1.847 -1.475  H5 1.090, N13 1.457, H14 1.094, H15 1.086
3 H 2.363 2.085 -0.501  C7 1.108
4 H -1.846 -1.577 1.127  C10 1.087
5 H -2.045 -2.430 -1.089  C2 1.090
6 O 0.786 1.013 -1.109  C7 1.257
7 C 1.484 1.492 -0.180  H3 1.108, O6 1.257, O8 1.243
8 O 1.329 1.324 1.042  C7 1.243
9 H -0.081 -0.071 -0.835  N13 1.101
10 C -1.054 -0.937 0.747  N1 1.321, H4 1.087, N13 1.299
11 H 0.275 0.571 1.345  N1 1.070
12 H -0.609 -0.358 2.592  N1 0.998
13 N -0.847 -0.800 -0.528  C2 1.457, H9 1.101, C10 1.299
14 H -0.394 -2.567 -1.587  C2 1.094
15 H -1.455 -1.402 -2.435  C2 1.086

**Calculated total energy**: -10315.9537 eV
**Max |F|**: 2.51 eV/A
**Orbital gap**: 10.166 eV
**Highest occupied orbital energy**: -9.47 eV
**Total charge**: 0
**Multiplicity**: 1


No. 3
Formula: C2H4Cl2O
Source: the OMol25 dataset
Level of theory: ωB97M-V with the def2-TZVPD basis set

Last columns: bonded neighbours and bond lengths (Å).
Geometry (Å):
1 H -0.799 0.589 -1.844  C5 1.022
2 H 0.628 0.759 0.579  C3 1.122
3 C 0.796 -0.313 0.863  H2 1.122, H4 1.134, Cl7 1.721
4 H 1.739 -0.916 0.680  C3 1.134
5 C -0.924 -0.318 -1.391  H1 1.022, Cl8 1.791, O9 1.324
6 H -2.040 -1.328 -0.236  O9 0.926
7 Cl -0.479 -0.698 1.953  C3 1.721
8 Cl -0.251 -1.620 -2.420  C5 1.791
9 O -1.941 -0.464 -0.556  C5 1.324, H6 0.926

**Calculated total energy**: -29226.7945 eV
**Max |F|**: 2.57 eV/A
**Orbital gap (alpha / beta)**: 7.911 / 10.686 eV
**<S²>**: 2.008
**Highest occupied orbital energy (alpha / beta)**: -7.08 / -11.13 eV
**Total charge**: 0
**Multiplicity**: 3


No. 4
Formula: C4H6N2O
Source: the OMol25 dataset
Level of theory: ωB97M-V with the def2-TZVPD basis set

Last columns: bonded neighbours and bond lengths (Å).
Geometry (Å):
1 H 2.075 -2.002 0.179  N8 0.989
2 H -1.440 0.161 -1.766  C12 1.019
3 H -0.457 -0.741 0.359  C11 1.017
4 H -1.911 2.018 -1.767  C12 1.162
5 H 0.287 -1.569 -3.336  N10 1.056
6 O 0.646 2.099 -0.255  C7 1.157
7 C -0.196 1.498 -0.772  O6 1.157, C12 1.315
8 N 1.399 -1.426 0.613  H1 0.989, H9 1.012, C11 1.363
9 H 1.570 -0.980 1.505  N8 1.012
10 N 0.494 -0.765 -2.683  H5 1.056, C13 1.225
11 C 0.384 -0.963 -0.168  H3 1.017, N8 1.363, C13 1.306
12 C -1.234 1.117 -1.484  H2 1.019, H4 1.162, C7 1.315
13 C 0.388 -0.933 -1.474  N10 1.225, C11 1.306

**Calculated total energy**: -9269.1594 eV
**Max |F|**: 4.59 eV/A
**Orbital gap**: 8.631 eV
**SMILES**: N=C=CN.C=C=O
**Highest occupied orbital energy**: -7.87 eV
**Total charge**: 0
**Multiplicity**: 1